2 unconnected molecules or ions with the total composition C11H11N, computed with the ωB97M-V functional and the def2-TZVPD basis.

Each line ends with the natural charge from an NBO analysis.
Cartesian coordinates (Å):
C (0.27769, -0.95661, -0.73301)  -0.220
C (-0.80432, -0.14597, -0.66279)  -0.194
C (-1.90930, -0.42733, -1.50381)  -0.202
C (-1.93876, -1.46445, -2.36754)  -0.221
C (-0.77558, -2.20126, -2.50939)  -0.204
C (0.33146, -1.96142, -1.69101)  -0.220
H (1.16044, -0.71284, -0.04478)  0.223
H (-0.89814, 0.68210, 0.02679)  0.221
H (-2.75175, 0.24207, -1.50680)  0.205
H (-2.81521, -1.60466, -3.02537)  0.217
H (-0.78282, -3.02055, -3.22441)  0.211
H (1.20206, -2.62538, -1.69672)  0.214
C (1.53124, 0.56240, 2.15184)  -0.143
C (1.99019, 1.82344, 2.04783)  -0.319
C (1.17760, 2.74964, 1.42353)  0.065
N (-0.02346, 2.42205, 0.97473)  -0.429
C (-0.44756, 1.17981, 1.31517)  -0.001
C (0.27299, 0.10122, 1.73695)  -0.255
H (2.11350, -0.30192, 2.57270)  0.206
H (3.01746, 1.89096, 2.34607)  0.226
H (1.69682, 3.65149, 1.30908)  0.194
H (-1.51188, 0.91905, 1.33109)  0.201
H (-0.11266, -0.80184, 1.72985)  0.223

energy above the lowest of the compared OMol25 structures with the same formula, charge and spin = 394.3 kJ/mol
HOMO-LUMO gap = 0.3525 hartree
SMILES = c1ccccc1.c1ccncc1
lowest unoccupied orbital energy = 0.8 eV
M = 157.22 g mol⁻¹
E_tot = -13071.7920 eV